# 1
{
  "formula": "C45H108Br6Cl3O28P7",
  "method": "the ωB97M-V functional and the def2-TZVPD basis",
  "e_tot_ha": -23101.00625,
  "lumo_ev": 0.05,
  "species": ["Br", "Br", "Br", "Br", "Br", "Br", "Cl", "Cl", "Cl", "P", "P", "P", "P", "P", "P", "P", "O", "O", "O", "O", "O", "O", "O", "O", "O", "O", "O", "O", "O", "O", "O", "O", "O", "O", "O", "O", "O", "O", "O", "O", "O", "O", "O", "O", "C", "C", "C", "C", "C", "C", "C", "C", "C", "C", "C", "C", "C", "C", "C", "C", "C", "C", "C", "C", "C", "C", "C", "C", "C", "C", "C", "C", "C", "C", "C", "C", "C", "C", "C", "C", "C", "C", "C", "C", "C", "C", "C", "C", "C", "H", "H", "H", "H", "H", "H", "H", "H", "H", "H", "H", "H", "H", "H", "H", "H", "H", "H", "H", "H", "H", "H", "H", "H", "H", "H", "H", "H", "H", "H", "H", "H", "H", "H", "H", "H", "H", "H", "H", "H", "H", "H", "H", "H", "H", "H", "H", "H", "H", "H", "H", "H", "H", "H", "H", "H", "H", "H", "H", "H", "H", "H", "H", "H", "H", "H", "H", "H", "H", "H", "H", "H", "H", "H", "H", "H", "H", "H", "H", "H", "H", "H", "H", "H", "H", "H", "H", "H", "H", "H", "H", "H", "H", "H", "H", "H", "H", "H", "H", "H", "H", "H", "H", "H", "H", "H", "H", "H"],
  "positions_angstrom": [[2.2042, 0.9056, -5.7198], [5.7744, 1.2033, -1.2414], [7.8455, 0.6934, 1.1652], [0.0735, 0.6760, -8.1143], [5.6988, 3.0672, 1.3284], [-0.7968, 0.1938, -5.0610], [-1.8385, -5.6999, -1.0054], [-1.5337, -3.4611, -2.7681], [-4.1452, -4.1549, -1.7402], [5.6584, -4.6659, -4.6275], [-0.9012, -9.2912, 4.6125], [-1.2540, 4.4167, -4.4932], [2.5330, 9.1442, 3.2411], [-1.3973, 5.2994, 1.0086], [2.3777, -0.6638, 0.1399], [-5.5328, -4.7598, 2.3864], [-1.0550, -8.1212, 5.4796], [-2.4178, 5.6546, 2.1962], [-6.7265, -4.8842, 1.3242], [6.8910, -5.4440, -4.4535], [-1.2444, 5.8184, -3.7182], [0.0767, 4.0594, -5.0474], [4.3464, -5.4487, -5.0757], [-5.9701, -4.7718, 3.7986], [3.5355, -0.6832, 1.0668], [-4.5613, -5.9446, 1.9609], [0.4249, -10.1364, 4.7835], [5.8196, -3.5276, -5.7681], [1.0882, 9.2245, 3.9415], [5.1815, -3.8570, -3.3752], [2.5712, 10.5357, 2.4399], [-1.7779, 3.3965, -3.4013], [-0.8625, -8.9629, 3.0456], [2.3723, 8.0841, 2.1080], [2.7799, -0.3152, -1.3848], [-2.0518, -10.3810, 4.7416], [-1.9840, 4.8823, -0.2709], [-0.5299, 6.6520, 0.9864], [3.7008, 9.0458, 4.1260], [-2.4520, 4.3996, -5.5591], [-0.3827, 4.2447, 1.5845], [1.1966, 0.3491, 0.4469], [1.6279, -2.0651, -0.0155], [-4.8377, -3.3905, 1.9232], [2.2440, -1.5690, -3.3663], [-1.0075, 7.8606, 0.3978], [4.3896, -6.1944, -6.3152], [2.1508, -3.2434, 0.6107], [1.0608, -10.2527, 6.0667], [0.1243, -8.0722, 2.5456], [0.1333, 8.7985, 0.0911], [6.0406, 1.2922, 0.6727], [3.2989, 6.2916, 0.8285], [-3.3788, -10.0183, 5.1594], [4.5326, -2.4118, -7.4890], [-7.5387, -6.0737, 1.2900], [-3.3739, -6.2673, 2.7334], [-0.8856, 3.0306, -2.3435], [-3.1553, 5.6187, -7.5007], [-2.3200, 6.3002, -2.9264], [-6.0177, -1.5225, 0.9060], [6.1350, -3.4642, -2.3703], [-8.7862, -5.8038, 2.1575], [-2.4389, -5.0756, 2.8715], [0.5965, 8.0375, 4.6165], [-2.5936, -4.7658, -2.3159], [1.4962, 1.6267, 1.0233], [0.3714, -8.2821, 1.0856], [-3.8490, 5.4673, 1.9789], [1.8028, -0.4572, -2.4311], [0.3009, 4.3698, 2.8408], [-1.3662, 1.7505, -1.6968], [-5.4889, -2.1310, 2.1766], [-4.5273, 6.7868, 2.1714], [3.9618, 12.4506, 2.5530], [0.3259, 1.2163, -6.2667], [-2.1461, 4.6383, -6.9295], [3.4656, 7.7586, 1.2187], [5.7600, -2.1469, -1.7295], [-0.8474, 7.8413, 4.2728], [4.7769, -2.5893, -6.0023], [1.7324, -11.5889, 6.2091], [-4.1031, -11.1890, 5.7670], [-3.3033, 7.1338, -3.7546], [2.0259, 2.6394, 0.0333], [4.1592, -7.6702, -6.0816], [1.0636, -4.2847, 0.6416], [-0.4689, 3.5839, 3.8923], [2.7549, 11.7749, 3.1470], [3.4736, 5.6746, 1.7072], [-0.6040, 1.3965, -0.9996], [0.5011, 9.3371, 0.9614], [1.1949, 7.1540, 4.3769], [1.6693, 0.4631, -2.9958], [-2.8691, 7.9505, -4.3337], [-2.9491, -7.1254, 2.2162], [-2.0897, -4.7862, 1.8789], [2.3091, 6.0804, 0.4189], [2.2423, 3.5699, 0.5566], [0.1519, 2.9450, -2.6706], [-1.7034, 7.6545, -0.4214], [5.3550, -6.0377, -6.7956], [-2.2966, 1.8659, -1.1400], [4.1508, 13.4122, 3.0457], [-0.4634, -8.0634, 0.4193], [1.1271, -12.4561, 5.9531], [0.8436, -0.7585, -2.0025], [1.7498, -9.4140, 6.1725], [0.2894, -10.1233, 6.8326], [-9.5761, -5.2961, 1.6119], [0.8062, -4.7413, -0.3154], [-4.0394, 5.0431, 0.9944], [-4.1825, 7.4961, -3.2287], [1.4706, -1.5700, -4.1393], [1.0895, -8.2170, 3.0413], [2.2949, -11.7160, 7.1325], [7.1162, -3.3521, -2.8361], [4.4225, 7.8792, 1.7235], [-4.1281, 4.7269, 2.7333], [-4.7256, -1.4600, 2.5793], [-2.7982, 5.4868, -2.3799], [-4.4356, 7.3601, 1.2393], [-1.8849, 6.9620, -2.1748], [-6.9512, -6.9293, 1.6172], [-4.0290, 7.4725, 2.8572], [6.2285, -4.2617, -1.6311], [3.0060, -3.6017, 0.0298], [3.1161, -7.9823, -6.0587], [-1.5393, 0.9670, -2.4342], [2.9938, 11.5983, 4.1988], [5.3637, 0.5894, 1.1454], [-2.9599, -4.2196, 3.2920], [-0.2765, 9.5724, -0.5648], [-3.6101, -11.4860, 6.6943], [0.7856, 8.2196, 5.6751], [4.6558, -8.1812, -6.9079], [-0.0409, 3.7200, 4.8841], [-0.5490, 2.5125, 3.6879], [3.5670, -5.7767, -6.8987], [0.9267, 8.2900, -0.4534], [-4.0134, -12.0511, 5.1012], [3.2087, -1.3477, -3.8178], [1.3006, 2.8578, -0.7532], [-1.1227, 7.8789, 3.2236], [2.5183, -3.0679, 1.6223], [3.7851, 12.6930, 1.5047], [-2.0858, 3.7139, -7.5074], [0.1947, -3.9687, 1.2139], [-1.5322, 3.8365, 3.8497], [2.5398, -11.6275, 5.4638], [4.2065, -3.4058, -7.8125], [-5.5883, 6.6814, 2.3918], [4.8227, -2.2036, -1.1724], [-1.5001, 8.5296, 4.8164], [-6.5885, -0.6189, 1.1225], [-4.1778, 5.2875, -7.3009], [-3.6173, 6.4548, -4.5572], [0.7877, -9.2608, 0.8455], [2.1850, 1.4977, 1.8631], [3.7409, -1.6957, -7.6915], [3.3829, 8.3746, 0.3248], [3.9672, 6.1439, -0.0232], [-5.1514, -10.9248, 5.8773], [-8.4210, -5.2611, 3.0291], [2.9292, 2.2790, -0.4628], [-1.5839, -5.3484, 3.4891], [4.8883, 11.9111, 2.7392], [1.4875, -5.1834, 1.1106], [-9.2157, -6.7085, 2.5968], [4.5989, -7.9641, -5.1285], [-0.9454, 3.8294, -1.5938], [-6.2104, -2.2955, 2.9776], [-3.4102, -9.1872, 5.8635], [0.1139, 2.2713, -6.1304], [0.5643, 1.9814, 1.4643], [-3.8774, -9.7715, 4.2177], [1.1206, -7.5697, 0.7251], [5.0604, -1.6525, -5.5097], [1.2631, 3.8738, 2.7027], [-6.6799, -2.2401, 0.4142], [-7.8521, -6.1780, 0.2526], [0.5475, 5.3912, 3.1297], [1.8348, 12.3509, 3.0774], [5.6133, -1.4193, -2.5248], [-1.1886, 6.8583, 4.6154], [-2.7926, -5.4422, -3.1375], [-3.6822, -6.6109, 3.7236], [-0.1469, -7.0305, 2.7274], [5.4561, -2.2036, -8.0266], [6.5348, -1.8885, -1.0102], [-3.0425, 6.5540, -6.9496], [-1.1743, 5.1259, -7.0501], [-5.2474, -1.2721, 0.1771], [-1.6879, 8.3183, 1.1312], [3.8392, -2.8905, -5.5261], [2.2748, -2.5291, -2.8540], [-3.0625, 5.7709, -8.5733]],
  "forces_ev_per_angstrom": [[-0.6, 0.4, -0.5], [0.1, 0.2, 0.4], [-0.5, 0.2, -0.2], [0.0, 0.2, 0.5], [0.0, -0.1, 0.1], [-0.1, 0.2, -0.4], [0.0, -0.2, -0.1], [0.2, 0.2, -0.4], [-0.1, 0.1, -0.1], [0.6, 0.3, -1.1], [-0.2, 0.0, -0.5], [0.6, -0.5, 0.4], [0.2, 2.3, 0.5], [0.4, 1.4, 0.4], [0.8, -0.4, -1.1], [-0.7, 0.3, 0.2], [0.1, 0.0, 0.1], [-0.1, -0.5, -1.1], [1.0, 0.0, 0.0], [-0.5, 0.2, -0.3], [0.5, -0.5, -1.1], [-1.0, 0.6, 0.1], [0.2, 0.2, 0.7], [0.4, -0.1, -0.7], [-0.8, 0.3, -0.7], [-0.1, 0.8, -0.1], [0.1, -0.1, -0.3], [0.3, -0.9, 0.3], [0.8, -0.7, -0.7], [-0.8, 0.0, 0.5], [-0.7, -0.7, 0.0], [-0.4, 0.1, -1.0], [-0.4, -0.5, 0.5], [-0.1, -0.2, 0.0], [0.1, 0.2, 1.2], [0.7, 0.2, 0.4], [-0.2, 0.2, 0.7], [0.3, -1.3, -0.2], [-0.4, -0.7, 0.1], [0.5, -0.1, 1.0], [0.0, 0.5, -0.3], [0.1, -0.6, 0.1], [0.0, 0.9, 0.4], [0.0, -1.0, -0.2], [-0.5, 0.5, 0.0], [-1.1, 0.4, 0.9], [-0.5, 0.2, 0.3], [0.1, -0.7, -0.2], [-0.8, 0.2, 0.9], [0.9, 0.6, 0.0], [-0.6, 0.4, -0.6], [0.6, -0.2, -0.1], [-0.1, 0.8, -0.4], [-0.7, 0.1, -0.8], [0.2, -1.2, 0.3], [-1.1, 0.6, 0.3], [-0.2, 0.1, 0.5], [0.0, 0.2, 1.3], [-0.6, -0.2, 0.7], [-0.7, 1.3, 0.5], [-0.7, -0.4, -0.4], [0.7, 0.0, 0.3], [0.7, -0.8, 0.5], [0.0, -0.4, -0.6], [0.5, 0.3, 0.1], [-0.3, -0.2, 0.7], [-0.1, 0.6, 0.6], [0.3, 0.2, -1.2], [0.4, -0.5, 1.0], [-0.1, -1.1, 0.0], [0.3, -1.2, 0.5], [0.0, -0.3, -0.1], [0.6, 0.3, 0.4], [0.0, 1.1, -1.0], [0.0, 1.2, 0.1], [0.7, -0.8, 0.2], [0.4, 0.9, -1.3], [-0.5, -1.1, -0.2], [-0.7, -0.7, -0.3], [-1.1, -0.4, 0.8], [-0.5, 0.9, 0.3], [1.4, -0.1, -1.3], [0.9, -0.6, -0.3], [0.1, -1.2, -1.3], [0.0, -0.2, -0.4], [0.3, -0.1, 0.0], [0.5, -1.2, 0.1], [-0.8, -0.1, -0.2], [0.9, -0.3, 0.4], [0.3, -0.3, -0.3], [0.0, 0.0, 0.0], [0.2, -0.4, 0.1], [0.1, 0.1, -0.3], [0.2, 0.3, 0.4], [0.4, 0.2, 0.6], [0.2, 0.2, -0.1], [0.1, 0.1, 0.0], [-0.2, 0.2, 0.3], [0.1, 0.0, 0.0], [-0.1, -0.1, -0.5], [0.7, -0.2, -0.3], [-0.1, 0.1, -0.1], [0.0, 0.3, 0.0], [-0.3, 0.0, 0.0], [-0.4, -0.3, 0.3], [-0.4, 0.2, 0.5], [-0.1, 0.3, 0.0], [0.1, -0.1, 0.0], [0.1, 0.0, 0.0], [0.1, 0.3, 0.1], [-0.3, 0.9, -0.3], [0.1, 0.0, 0.0], [0.1, -0.1, 0.3], [0.3, -0.4, -0.2], [-0.2, -0.2, 0.3], [-0.5, 0.1, 0.4], [0.0, -0.1, -0.1], [0.0, 0.3, 0.0], [-0.2, 0.1, -0.1], [0.1, -0.2, 0.1], [-0.1, 0.0, -0.2], [-0.3, -0.2, -0.1], [0.3, -0.3, -0.1], [-0.1, -0.1, 0.0], [-0.1, -0.6, 0.6], [-0.2, -0.1, -0.1], [0.0, 0.1, -0.1], [-0.1, 0.3, -0.1], [0.1, 0.0, 0.0], [-0.4, -0.3, 0.0], [-0.2, 0.1, -0.1], [0.1, 0.0, 0.2], [0.1, 0.0, -0.1], [-0.4, 0.1, 0.2], [-0.4, -0.1, 0.1], [-0.1, -0.3, 0.2], [-0.2, 0.1, 0.0], [0.7, 0.0, -0.2], [0.3, 0.0, -0.3], [0.1, 0.0, 0.1], [-0.2, 0.0, 0.0], [0.0, -0.1, 0.0], [-0.1, 0.0, 0.1], [0.5, 0.1, -0.2], [-0.1, 0.4, -0.1], [0.3, -0.3, -0.1], [-0.3, -0.2, 0.3], [-0.1, 0.0, -0.2], [0.2, 0.6, 0.4], [-0.1, 0.0, -0.1], [-0.1, 0.2, -0.4], [0.1, 0.0, 0.1], [0.0, -0.1, -0.1], [0.2, 0.3, -0.1], [0.0, 0.0, 0.1], [0.0, -0.1, -0.1], [-0.5, 0.1, 0.2], [-0.3, -0.1, 0.2], [0.2, -0.1, -0.2], [0.1, 0.2, 0.0], [0.1, 0.3, 0.2], [0.4, -0.6, 0.4], [0.0, -0.1, 0.3], [-0.3, 0.4, -0.1], [0.1, 0.1, 0.1], [0.0, 0.0, 0.1], [-0.2, -0.5, -0.4], [0.0, 0.3, 0.5], [0.1, -0.2, -0.4], [0.2, -0.1, -0.2], [0.3, -0.3, -0.3], [-0.3, 0.2, -0.2], [0.5, 0.2, -0.3], [0.1, 0.0, 0.0], [-0.1, -0.1, -0.2], [-0.2, 0.4, 0.3], [0.2, 0.0, 0.4], [0.1, 0.0, -0.1], [0.1, 0.1, -0.2], [-0.1, 0.1, 0.0], [0.3, -0.3, -0.1], [-0.5, 0.2, -0.2], [0.0, 0.0, -0.1], [0.3, 0.3, 0.2], [0.2, -0.1, 0.0], [0.2, 0.1, -0.1], [-0.1, 0.0, 0.0], [-0.3, -0.1, 0.1], [-0.1, 0.3, 0.0], [0.1, 0.3, -0.2], [0.0, 0.2, -0.3], [0.1, -0.3, 0.3], [0.2, 0.0, 0.2], [0.2, 0.1, 0.1], [0.1, -0.2, 0.0], [0.0, 0.0, 0.0], [0.3, 0.0, 0.0]]
}

***

# 2
{
  "formula": "C33H50BaN7O2",
  "method": "the ωB97M-V functional and the def2-TZVPD basis",
  "e_tot_ha": -1846.71135,
  "charge": 1,
  "lumo_ev": -2.39,
  "species": ["Ba", "O", "O", "N", "N", "N", "N", "N", "N", "N", "C", "C", "C", "C", "C", "C", "C", "C", "C", "C", "C", "C", "C", "C", "C", "C", "C", "C", "C", "C", "C", "C", "C", "C", "C", "C", "C", "C", "C", "C", "C", "C", "C", "H", "H", "H", "H", "H", "H", "H", "H", "H", "H", "H", "H", "H", "H", "H", "H", "H", "H", "H", "H", "H", "H", "H", "H", "H", "H", "H", "H", "H", "H", "H", "H", "H", "H", "H", "H", "H", "H", "H", "H", "H", "H", "H", "H", "H", "H", "H", "H", "H", "H"],
  "positions_angstrom": [[-0.6328, 0.7623, 0.2627], [-2.8378, 0.4509, 1.6407], [-2.9901, -0.2631, -0.4615], [-0.2188, 3.2684, 1.7018], [-0.0627, -0.4825, -2.2333], [-2.1025, 3.0927, -0.5836], [0.7884, 2.9610, -1.0659], [2.3532, -0.2898, 0.9225], [-1.4439, -2.0349, -3.5581], [0.1745, -1.3903, 2.0426], [1.6039, 3.5759, -0.0188], [3.4630, 0.5269, 0.5714], [-2.8417, -2.2685, -3.1541], [-1.0475, -2.0174, 2.4342], [-1.5873, 3.8027, 1.7716], [-0.0734, 3.8831, -1.8114], [1.4479, -3.3898, 2.7211], [-0.6887, -1.2288, -2.8654], [-2.9258, -3.4191, 1.9716], [-2.1740, 4.1674, 0.4091], [-3.4674, -0.0821, 0.6945], [-1.6912, -2.9126, 1.5787], [2.5155, -1.2671, 1.7180], [3.9652, 1.4475, 1.4973], [-3.7537, -2.0891, -4.3578], [-3.2863, -2.9516, -5.5288], [3.8308, -1.7338, 2.2701], [3.9727, 0.4465, -0.7285], [-0.9247, -2.8134, -4.6868], [-1.8359, -2.6381, -5.8934], [3.4518, -0.5927, -1.6815], [4.9905, 2.2969, 1.0953], [4.9941, 1.3157, -1.0919], [-3.5004, -3.0512, 3.1758], [-2.8474, -2.1523, 4.0048], [-1.5393, 3.4553, -1.8856], [-1.1199, -3.2728, 0.2319], [3.4025, 1.5458, 2.8919], [0.7909, 4.1703, 1.1320], [1.2772, -2.0105, 2.1576], [-1.6227, -1.6146, 3.6414], [5.5020, 2.2385, -0.1899], [-0.9311, -0.5946, 4.5008], [5.4004, 1.2582, -2.0945], [-3.0849, -1.5820, -2.3430], [0.4885, -3.8389, 2.9610], [-4.4601, -3.4583, 3.4650], [1.5028, 4.4887, 1.8988], [2.3347, 1.3197, 2.9153], [6.2983, 2.9075, -0.4878], [-1.6389, 2.5845, -2.5389], [3.8961, 0.8471, 3.5720], [-3.9316, -2.7966, -6.3937], [-4.7731, -2.3497, -4.0694], [-1.7586, -1.6079, -6.2516], [3.8189, -1.6907, 3.3614], [-3.3015, -1.8470, 4.9392], [0.2862, 4.0201, -2.8347], [-1.5806, -4.1864, -0.1423], [-1.4897, -3.2900, -6.6968], [0.2992, 5.0872, 0.8008], [2.2775, 2.8087, 0.3601], [5.3831, 3.0186, 1.8018], [-3.2083, 4.4801, 0.5759], [3.7662, -1.5933, -1.3732], [-2.2124, 3.0407, 2.2432], [-3.0078, 2.6592, -0.7144], [2.3624, -0.5935, -1.7142], [-1.5482, -0.3288, 5.3567], [-1.6398, 4.7078, 2.3922], [-1.6670, 5.0496, 0.0138], [3.5559, 2.5468, 3.2946], [1.9754, -4.0294, 2.0108], [3.8334, -0.4201, -2.6868], [2.0547, -3.3528, 3.6281], [-0.0409, -3.4242, 0.2524], [-0.0097, 4.8707, -1.3500], [0.0297, -0.9577, 4.8734], [-2.9172, -3.2928, -2.7726], [1.3862, 2.4379, -1.6936], [0.0596, 2.9714, 2.6282], [2.2380, 4.3873, -0.4054], [4.6568, -1.1325, 1.9004], [4.0040, -2.7757, 1.9966], [-3.4401, -4.1130, 1.3173], [-3.7579, -1.0351, -4.6492], [-1.3286, -2.4763, -0.4892], [-4.5061, -0.4081, 0.8795], [-2.0834, 4.2850, -2.3588], [0.0904, -2.4809, -4.8978], [-0.7338, 0.3153, 3.9265], [-0.8838, -3.8677, -4.3930], [-3.3712, -4.0092, -5.2570]],
  "forces_ev_per_angstrom": [[0.6, -0.2, -0.1], [-0.3, 0.1, 0.1], [-0.1, 0.0, 0.0], [0.0, -0.3, -0.2], [0.1, 0.0, 0.0], [0.2, -0.2, 0.1], [-0.3, -0.2, 0.1], [0.0, 0.1, 0.1], [0.0, 0.0, 0.0], [-0.1, -0.2, 0.0], [0.0, 0.2, 0.0], [0.1, 0.0, 0.0], [0.0, 0.0, 0.0], [-0.1, 0.0, 0.1], [0.0, 0.1, 0.0], [0.0, 0.1, 0.0], [0.0, 0.0, 0.0], [-0.1, 0.1, 0.0], [0.0, 0.0, 0.0], [0.0, 0.1, 0.0], [0.1, 0.0, 0.0], [0.0, 0.0, -0.1], [0.0, 0.0, 0.0], [0.0, 0.0, 0.0], [0.0, 0.0, 0.0], [0.0, 0.0, 0.0], [0.0, 0.0, 0.0], [0.0, 0.0, 0.0], [0.0, 0.0, 0.0], [0.0, 0.0, 0.0], [0.0, 0.0, 0.0], [0.0, 0.0, 0.0], [0.0, 0.0, 0.0], [0.0, 0.0, 0.0], [0.0, 0.0, 0.0], [0.0, 0.1, 0.0], [0.0, 0.0, 0.0], [0.0, 0.0, 0.0], [0.0, 0.1, 0.0], [-0.1, 0.0, 0.0], [0.1, 0.0, 0.0], [0.0, 0.0, 0.0], [0.0, 0.0, 0.0], [0.0, 0.0, 0.0], [0.0, 0.0, 0.0], [0.0, 0.0, 0.0], [0.0, 0.0, 0.0], [0.0, 0.0, 0.0], [0.0, 0.0, 0.0], [0.0, 0.0, 0.0], [0.0, 0.0, 0.0], [0.0, 0.0, 0.0], [0.0, 0.0, 0.0], [0.0, 0.0, 0.0], [0.0, 0.0, 0.0], [0.0, 0.0, 0.0], [0.0, 0.0, 0.0], [0.0, 0.0, 0.0], [0.0, 0.0, 0.0], [0.0, 0.0, 0.0], [0.0, 0.0, 0.0], [0.0, 0.0, 0.0], [0.0, 0.0, 0.0], [0.0, 0.0, 0.0], [0.0, 0.0, 0.0], [0.0, 0.0, 0.0], [0.0, 0.0, 0.0], [0.0, 0.0, 0.0], [0.0, 0.0, 0.0], [0.0, 0.0, 0.0], [0.0, 0.0, 0.0], [0.0, 0.0, 0.0], [0.0, 0.0, 0.0], [0.0, 0.0, 0.0], [0.0, 0.0, 0.0], [0.0, 0.0, 0.0], [0.0, 0.0, 0.0], [0.0, 0.0, 0.0], [0.0, 0.0, 0.0], [0.0, 0.1, 0.0], [0.0, 0.1, 0.0], [0.0, 0.0, 0.0], [0.0, 0.0, 0.0], [0.0, 0.0, 0.0], [0.0, 0.0, 0.0], [0.0, 0.0, 0.0], [0.0, 0.0, 0.0], [0.0, 0.0, 0.0], [-0.1, -0.1, 0.0], [0.0, 0.0, 0.0], [0.0, 0.0, 0.0], [0.0, 0.0, 0.0], [0.0, 0.0, 0.0]]
}